{"formula": "C56H126F18N16O36S18", "method": "wB97M-V/def2-TZVPD", "homo_ev": -5.23, "total_charge": -2, "lumo_ev": -0.3, "e_tot_ha": -14757.9818, "relative_energy_kcal_mol": 330.52, "homo_lumo_gap_ev": 4.945, "fmax_ev_per_a": 12.22, "species": ["C", "C", "C", "N", "C", "C", "C", "C", "C", "H", "H", "H", "H", "H", "H", "H", "H", "H", "H", "H", "H", "H", "H", "H", "H", "H", "H", "C", "C", "C", "N", "C", "C", "C", "C", "C", "H", "H", "H", "H", "H", "H", "H", "H", "H", "H", "H", "H", "H", "H", "H", "H", "H", "H", "C", "C", "C", "N", "C", "C", "C", "C", "C", "H", "H", "H", "H", "H", "H", "H", "H", "H", "H", "H", "H", "H", "H", "H", "H", "H", "H", "C", "C", "C", "N", "C", "C", "C", "C", "C", "H", "H", "H", "H", "H", "H", "H", "H", "H", "H", "H", "H", "H", "H", "H", "H", "H", "H", "C", "C", "C", "N", "C", "C", "C", "C", "C", "H", "H", "H", "H", "H", "H", "H", "H", "H", "H", "H", "H", "H", "H", "H", "H", "H", "H", "C", "C", "C", "N", "C", "C", "C", "C", "C", "H", "H", "H", "H", "H", "H", "H", "H", "H", "H", "H", "H", "H", "H", "H", "H", "H", "H", "C", "C", "C", "N", "C", "C", "C", "C", "C", "H", "H", "H", "H", "H", "H", "H", "H", "H", "H", "H", "H", "H", "H", "H", "H", "H", "H", "N", "S", "O", "O", "F", "S", "O", "O", "F", "N", "S", "O", "O", "F", "S", "O", "O", "F", "N", "S", "O", "O", "F", "S", "O", "O", "F", "N", "S", "O", "O", "F", "S", "O", "O", "F", "N", "S", "O", "O", "F", "S", "O", "O", "F", "N", "S", "O", "O", "F", "S", "O", "O", "F", "N", "S", "O", "O", "F", "S", "O", "O", "F", "N", "S", "O", "O", "F", "S", "O", "O", "F", "N", "S", "O", "O", "F", "S", "O", "O", "F"], "positions_angstrom": [[10.02646, 9.35315, -8.34332], [10.62738, 8.24937, -7.38412], [9.63462, 7.44966, -6.56819], [10.36463, 6.80745, -5.32339], [11.57041, 5.86733, -5.74847], [10.83331, 7.84823, -4.25767], [10.17012, 7.46910, -2.94568], [9.68687, 6.01664, -3.06573], [9.31923, 5.90899, -4.49463], [9.99125, 10.26830, -7.75226], [9.02322, 9.10417, -8.68916], [10.62265, 9.80216, -9.13771], [11.38732, 8.75206, -6.78587], [11.14379, 7.53067, -8.02044], [9.30102, 6.59459, -7.15612], [8.79810, 8.05668, -6.22200], [12.31702, 6.48107, -6.25246], [11.07633, 5.16697, -6.42189], [12.00074, 5.40799, -4.85857], [11.90804, 7.68485, -4.17793], [10.68326, 8.89403, -4.52579], [10.95217, 7.57205, -2.19342], [9.30925, 8.11704, -2.78080], [10.44804, 5.25559, -2.89388], [8.81813, 5.95478, -2.41033], [9.26875, 4.90650, -4.91955], [8.33988, 6.37595, -4.59920], [-7.01892, 0.25656, 9.67235], [-5.51616, -0.15785, 9.58503], [-4.53089, 1.01242, 9.87607], [-3.07638, 0.56476, 10.31232], [-2.39104, -0.32710, 9.27779], [-3.15271, -0.21628, 11.63653], [-2.16140, 0.48621, 12.56401], [-2.11639, 1.91551, 12.05383], [-2.20537, 1.79728, 10.58823], [-7.61325, -0.64917, 9.55190], [-7.15934, 0.86379, 8.77812], [-7.24270, 0.64295, 10.66670], [-5.35453, -0.56298, 8.58611], [-5.28502, -0.95423, 10.29244], [-4.88506, 1.50803, 10.77998], [-4.36531, 1.73359, 9.07570], [-2.17355, 0.27939, 8.39859], [-2.99479, -1.22408, 9.13994], [-1.42736, -0.66162, 9.66186], [-3.00526, -1.27228, 11.41028], [-4.15802, -0.14835, 12.05226], [-1.20070, -0.00531, 12.41048], [-2.38037, 0.27626, 13.61094], [-1.28792, 2.52417, 12.41618], [-2.95935, 2.42588, 12.51969], [-1.22851, 1.64202, 10.13026], [-2.69092, 2.71209, 10.24843], [-11.32684, -2.69937, 1.02280], [-12.70041, -3.23534, 0.79759], [-12.76130, -4.29967, -0.23900], [-14.11809, -4.76428, -0.75610], [-15.23479, -4.57464, 0.36241], [-14.15964, -6.24337, -1.29406], [-15.15137, -6.32463, -2.44360], [-14.90401, -4.97781, -3.12093], [-14.57019, -4.00474, -1.97728], [-11.42061, -1.72671, 1.50576], [-10.97542, -2.47560, 0.01555], [-10.57871, -3.34302, 1.48551], [-13.37468, -2.42293, 0.52659], [-13.15001, -3.68329, 1.68375], [-12.29330, -5.21313, 0.12797], [-12.26764, -4.15659, -1.20021], [-14.72452, -5.10277, 1.16789], [-16.14748, -5.09530, 0.07255], [-15.51829, -3.54108, 0.56113], [-14.39237, -6.93574, -0.48501], [-13.16765, -6.47635, -1.68110], [-16.15492, -6.45734, -2.03938], [-15.03535, -7.18445, -3.10341], [-15.63583, -4.50410, -3.77527], [-13.95247, -4.87258, -3.64208], [-15.52029, -3.47439, -1.91282], [-13.85243, -3.28033, -2.36220], [1.61589, -8.47924, 13.27984], [2.27978, -8.79603, 11.99986], [1.60376, -8.04357, 10.82076], [1.90284, -8.57756, 9.37329], [1.15212, -7.67465, 8.39462], [3.44258, -8.61564, 9.15205], [3.84543, -10.09441, 9.39661], [2.62418, -10.94853, 8.92779], [1.38658, -10.02561, 9.09300], [1.68663, -7.43370, 13.57975], [2.14311, -9.00230, 14.07767], [0.55380, -8.67875, 13.13748], [2.19325, -9.86089, 11.78381], [3.35057, -8.59442, 11.97057], [1.77799, -6.96759, 10.82341], [0.51562, -8.10250, 10.84486], [0.10383, -7.67767, 8.69324], [1.22205, -8.02260, 7.36403], [1.69865, -6.73616, 8.48751], [3.65099, -8.42600, 8.09910], [3.99659, -7.88064, 9.73594], [4.73984, -10.40296, 8.85538], [3.97645, -10.49724, 10.40093], [2.75297, -11.04057, 7.84934], [2.70466, -11.94680, 9.35798], [0.82642, -10.09200, 8.16030], [0.79699, -10.38802, 9.93511], [-0.92629, -1.72739, 0.52578], [-0.15487, -0.47787, 0.08505], [0.49526, -0.79877, -1.35796], [1.42195, 0.38857, -1.79690], [2.75538, 0.35093, -0.98379], [0.74190, 1.76058, -1.58352], [1.60773, 2.71565, -2.41953], [1.89161, 1.88385, -3.62134], [1.76491, 0.43190, -3.27854], [-0.30856, -2.59524, 0.29484], [-1.91954, -1.80240, 0.08312], [-1.14482, -1.74717, 1.59347], [0.61498, -0.24913, 0.82201], [-0.86573, 0.34363, -0.00400], [-0.34931, -0.87602, -2.04268], [1.07288, -1.72270, -1.32945], [3.25580, -0.61236, -1.08250], [2.53412, 0.73210, 0.01313], [3.47466, 1.00927, -1.47095], [0.77222, 1.81899, -0.49550], [-0.28939, 1.77770, -1.93601], [2.43073, 3.09132, -1.81154], [0.97399, 3.55671, -2.70075], [2.89521, 2.14359, -3.95809], [1.27640, 2.21548, -4.45779], [2.70999, -0.09200, -3.42156], [0.98385, -0.06845, -3.85098], [-4.53018, 9.26873, -4.97813], [-4.58220, 10.13711, -3.67749], [-5.13126, 11.58741, -3.91083], [-4.86786, 12.64034, -2.82769], [-3.35986, 12.98090, -2.68598], [-5.58894, 14.00787, -2.99090], [-6.73040, 13.98506, -1.96347], [-6.18167, 13.23713, -0.80150], [-5.44153, 12.10095, -1.48619], [-3.73988, 8.51816, -4.96517], [-4.40206, 9.85049, -5.89095], [-5.41830, 8.72014, -5.29181], [-3.62570, 10.12265, -3.15497], [-5.38216, 9.73110, -3.05837], [-6.22113, 11.57185, -3.90514], [-4.69036, 11.97094, -4.83095], [-3.21173, 13.63723, -3.54352], [-2.75459, 12.08593, -2.83008], [-3.25149, 13.49556, -1.73127], [-4.88582, 14.82543, -2.83171], [-5.98112, 14.09653, -4.00403], [-7.03410, 14.98794, -1.66332], [-7.57705, 13.36996, -2.26831], [-5.51715, 13.80014, -0.14612], [-7.01159, 12.96087, -0.15111], [-4.69324, 11.55319, -0.91336], [-6.11055, 11.24475, -1.57241], [-0.80091, -11.70099, -4.76995], [-0.21644, -10.74938, -5.79882], [1.37552, -10.72988, -5.78259], [1.93457, -9.73981, -6.90640], [1.22237, -9.95375, -8.20274], [3.41630, -9.94271, -7.25575], [3.91657, -8.59384, -7.77419], [2.92418, -7.49552, -7.21878], [1.81617, -8.26705, -6.46453], [-0.44910, -11.41518, -3.77868], [-0.33320, -12.64847, -5.03765], [-1.88656, -11.63497, -4.69844], [-0.55149, -9.72331, -5.64708], [-0.63921, -11.09057, -6.74378], [1.81012, -11.69055, -6.05887], [1.73294, -10.46415, -4.78774], [1.37388, -10.99465, -8.48853], [1.64928, -9.32006, -8.98009], [0.17342, -9.68057, -8.08797], [3.61275, -10.75577, -7.95463], [3.79661, -10.18752, -6.26402], [4.01876, -8.60280, -8.85935], [4.82792, -8.43981, -7.19643], [2.48136, -6.85211, -7.97907], [3.47593, -6.75310, -6.64215], [0.86049, -7.74295, -6.45483], [2.21780, -8.28244, -5.45134], [1.19714, 9.42254, -11.25520], [1.58706, 10.10514, -9.79843], [0.51216, 10.58027, -8.91896], [2.87639, 10.78239, -9.66033], [1.94700, 8.69876, -9.11093], [0.31476, 10.60674, -11.65463], [0.89287, 11.98179, -11.74330], [-1.09898, 10.47167, -11.31993], [0.29644, 10.42343, -13.25502], [5.64069, -10.71278, -0.59259], [5.74653, -9.41324, 0.17531], [6.60763, -9.42182, 1.35005], [4.57471, -8.51226, 0.22060], [6.68982, -8.73885, -0.89859], [4.97071, -11.59835, 0.70730], [3.68101, -11.09194, 1.15102], [5.92642, -12.19882, 1.65891], [4.62910, -12.88282, -0.25202], [5.48468, 12.42439, -0.10197], [5.12583, 12.49491, -1.53744], [4.11599, 13.52284, -1.91152], [5.25814, 11.27382, -2.33095], [6.44899, 13.25105, -1.98893], [4.25839, 11.27847, 0.23707], [4.67923, 9.90212, 0.18485], [2.89398, 11.62251, -0.13046], [4.18707, 11.52382, 1.83634], [-5.57885, -6.40683, 10.49677], [-5.97857, -7.30109, 11.61291], [-5.11470, -8.47021, 11.83740], [-7.34185, -7.40464, 12.18375], [-5.37191, -6.22135, 12.66155], [-6.63497, -7.10496, 9.35815], [-7.97635, -6.56622, 9.51987], [-6.41853, -8.52036, 9.02456], [-6.04524, -6.36361, 8.05746], [7.72012, 2.20341, -13.11309], [8.02283, 1.11529, -12.10559], [8.16425, 1.53025, -10.73680], [8.71567, -0.05580, -12.58490], [6.55636, 0.53017, -11.99927], [9.37147, 2.62945, -13.34808], [10.06622, 1.77529, -14.32806], [10.04445, 3.11764, -12.16815], [9.09001, 3.98921, -14.15369], [5.66562, -2.39705, 8.02441], [6.13715, -1.42512, 9.31701], [5.19193, -0.43381, 9.78954], [7.55724, -1.23997, 9.53110], [5.86588, -2.60554, 10.40518], [6.15218, -1.35395, 7.05600], [7.55391, -1.13721, 6.81680], [5.19557, -0.25210, 6.84386], [5.73023, -2.29483, 5.78438], [11.90103, -0.89657, -2.74396], [11.03895, -1.99473, -3.58703], [9.59742, -1.83836, -3.49860], [11.46556, -3.37462, -3.63222], [11.42159, -1.35603, -5.05993], [11.88388, -1.63376, -1.48301], [12.89448, -2.66829, -1.20408], [10.65345, -1.69191, -0.66533], [12.47558, -0.38086, -0.80299], [-4.30148, 0.18327, -6.01901], [-5.71202, -0.15568, -5.74873], [-5.89249, -1.57355, -5.34112], [-6.78967, 0.52233, -6.46916], [-5.69493, 0.53196, -4.35576], [-4.13788, -0.63295, -7.48046], [-5.17629, -0.43755, -8.45383], [-3.44173, -1.87931, -7.39083], [-2.95576, 0.34835, -8.01236], [-3.75758, 6.43539, 4.73392], [-4.64255, 5.45406, 3.63797], [-4.42184, 4.00341, 3.69442], [-5.06323, 6.08171, 2.38574], [-6.03281, 5.41715, 4.43544], [-2.51475, 6.09988, 3.91933], [-2.33919, 6.70473, 2.58605], [-1.79844, 4.86583, 4.19829], [-1.49205, 6.96561, 4.80033]], "forces_ev_per_a": [[-0.20, 0.45, 1.58], [0.58, 0.58, -1.98], [1.16, -0.41, 0.78], [-0.65, -0.42, 0.73], [-1.86, 1.41, 0.04], [0.53, -0.97, -0.58], [0.44, -0.07, -0.16], [0.79, 0.42, 0.16], [-0.45, 0.93, -1.59], [-0.84, 0.00, 0.48], [0.16, 0.06, -0.14], [0.42, -1.29, -0.40], [-0.06, -0.15, 0.27], [0.27, -0.01, 0.05], [-0.35, 0.11, 0.13], [0.04, -0.23, 0.33], [-0.17, -0.12, 0.00], [0.54, -0.21, 0.04], [-0.31, -0.02, -0.08], [-0.01, 0.14, -0.09], [-0.32, -0.29, -0.45], [-0.54, 0.21, 0.41], [0.18, 0.03, 0.36], [0.01, 0.20, 0.79], [0.17, -0.74, -0.08], [0.25, 0.14, -0.07], [0.08, 0.16, -0.58], [1.56, -0.95, -0.29], [0.44, 0.34, 0.01], [0.58, -0.80, 0.52], [-0.55, -0.55, -0.35], [-0.13, 0.54, 0.55], [-0.43, 0.50, 0.00], [1.01, -1.47, -0.38], [-0.34, -0.05, 2.47], [-0.52, 0.32, -0.53], [0.00, 0.02, -0.06], [-0.66, 0.58, 0.60], [-0.19, 0.61, -0.39], [0.19, 0.00, 0.01], [-0.16, -0.10, 0.06], [0.02, 0.36, -0.14], [-0.27, -0.17, -0.07], [-0.44, -0.28, -0.18], [-0.12, 0.35, -0.43], [-0.04, 0.20, 0.31], [0.36, 0.15, 0.20], [-0.09, 0.25, -0.27], [0.32, 0.14, -0.05], [-0.28, 0.52, -0.04], [0.37, -0.38, -0.29], [-0.45, 0.18, -0.48], [-0.19, 0.05, -0.12], [0.11, -0.33, -0.81], [0.51, 0.78, -0.97], [-1.71, -0.27, 0.43], [0.40, -2.24, -1.60], [-3.10, 0.46, -0.06], [1.39, -1.36, -0.84], [0.58, -0.23, 0.45], [-0.27, 0.74, 0.09], [1.42, 0.73, 0.13], [-1.38, 0.95, -1.20], [0.33, -0.25, 0.35], [0.52, 0.19, 0.01], [-0.37, -0.03, 0.21], [0.08, 0.24, -0.12], [0.17, 0.22, 0.35], [0.01, -0.08, 0.31], [0.52, 0.76, 0.27], [-0.73, 0.35, 0.51], [0.28, -0.17, -0.23], [0.73, -0.04, -0.12], [0.15, 0.28, 0.19], [0.17, 0.25, 0.24], [-0.21, 0.46, -0.08], [0.55, 0.04, 0.15], [-0.29, -0.53, 0.16], [-0.12, -1.39, -0.79], [0.22, 0.28, 1.48], [0.26, -0.08, 0.68], [-0.13, 0.74, 0.75], [0.42, 0.10, -2.62], [-0.54, -0.70, -0.71], [0.21, -0.51, -0.08], [1.20, -0.03, 0.68], [-0.12, -1.51, -0.21], [-0.88, -0.90, 0.22], [1.16, 1.71, -1.52], [0.98, -1.09, 1.17], [0.09, 0.21, -0.32], [-0.67, -0.38, 0.11], [-0.01, -0.41, 0.76], [-0.10, -0.17, 0.13], [0.03, 0.18, 0.24], [0.59, -0.07, -0.17], [-0.10, -0.35, 0.41], [0.18, 0.38, 0.06], [0.27, -0.25, 0.22], [-0.71, 0.35, -0.18], [-0.30, 0.20, -0.03], [-0.52, 0.05, 0.18], [-0.04, 0.39, -0.13], [0.38, 1.21, 0.48], [-0.08, -0.46, -0.07], [-0.79, 0.25, 0.21], [-0.19, 0.63, 0.36], [-0.29, 0.52, -0.05], [0.07, 0.01, 0.23], [0.23, -0.96, -1.32], [-0.32, 1.92, 1.67], [-0.11, -0.64, 0.01], [-0.76, 0.62, -1.09], [0.97, -0.57, 0.81], [-1.76, 0.28, 1.72], [1.48, 1.17, -1.56], [0.10, -1.05, 0.21], [-0.33, -0.28, 0.07], [0.22, -0.09, -0.50], [0.36, 0.20, 0.09], [0.01, 0.11, -0.11], [0.30, 0.14, 0.01], [0.34, 0.08, -0.34], [0.10, 0.22, -0.11], [-0.67, -0.27, 0.46], [0.25, -0.53, -0.01], [-0.34, 0.39, 0.03], [-0.25, 0.86, -0.17], [0.07, -0.56, -0.05], [0.22, -0.14, -0.42], [0.24, 0.18, 0.20], [0.15, -0.35, -0.13], [-0.30, -0.44, 0.11], [-0.20, -0.20, -0.01], [-0.02, -0.03, 0.20], [0.03, 0.45, -0.62], [-1.43, 0.25, -0.26], [0.56, 0.27, -0.22], [0.52, -0.34, 1.80], [-1.46, -0.31, -0.88], [-1.10, -0.82, -0.43], [0.39, 0.56, -0.26], [0.89, -0.16, 1.00], [0.11, -1.10, 0.73], [0.10, 0.26, 0.26], [0.64, 0.44, 0.14], [-0.45, 0.01, 0.96], [-0.11, 0.00, -0.06], [0.59, -0.57, 0.48], [0.04, -0.11, -0.68], [-0.33, 0.27, -0.07], [0.49, 0.10, 0.26], [-0.10, 0.12, 0.45], [0.32, -0.18, -0.20], [0.04, -0.31, 0.20], [0.26, -0.17, -0.09], [-0.22, -0.04, -0.37], [-0.16, 0.47, -0.66], [0.18, 0.31, -0.26], [0.21, -0.64, -0.04], [0.71, 0.84, 0.04], [-0.46, 0.29, -1.24], [1.25, 0.70, 0.59], [0.85, 0.44, -0.21], [-1.21, 0.29, -1.68], [-1.20, 0.10, -0.23], [-0.45, 0.14, 0.12], [-0.54, 0.60, 1.53], [-0.57, 0.39, 1.33], [-0.24, -0.31, -1.36], [2.52, 0.19, 0.98], [0.13, -0.18, 0.15], [-0.85, -0.51, 0.43], [0.11, -0.50, -0.50], [-0.08, 0.08, 0.06], [0.46, 0.19, -0.26], [-0.15, -0.09, 0.03], [0.24, 0.43, -0.29], [-0.33, 0.05, 0.01], [0.17, 0.07, 0.23], [0.14, -0.25, -0.13], [-0.57, -0.11, 0.22], [0.70, -0.03, -0.24], [0.30, 0.24, 0.26], [0.46, 0.13, -0.95], [0.04, -0.42, -0.49], [-0.20, -0.44, 0.61], [-0.25, -0.89, -0.40], [-0.58, -0.20, 0.32], [1.35, 0.97, 2.63], [3.02, -1.26, 4.70], [1.19, -0.48, -2.09], [-2.12, -0.68, -1.20], [-0.19, -0.06, -0.24], [-4.18, 5.37, -5.59], [-0.80, -2.67, 1.96], [1.77, 0.18, -0.06], [-0.14, -1.31, -0.10], [-2.07, -4.03, 2.10], [1.34, 7.30, 1.38], [-1.43, -0.30, -0.75], [1.86, -1.88, -0.19], [0.08, 0.60, -0.51], [0.66, -3.16, -0.51], [1.71, -0.88, -0.31], [-2.20, 1.53, -1.92], [-0.15, 0.73, 0.65], [-2.30, -3.11, 4.71], [-0.22, 4.09, -8.89], [1.58, -2.63, 0.70], [-1.05, 1.05, 1.07], [0.77, 0.45, -0.14], [-1.12, -1.06, 3.81], [-0.05, 1.22, -0.43], [1.94, -0.28, -0.23], [0.49, 0.27, -0.61], [-2.04, 0.06, -6.43], [0.43, -3.20, 10.01], [-1.44, 1.41, -0.84], [2.07, -0.04, -2.31], [0.38, -0.09, 0.86], [-0.52, 0.34, -2.35], [1.84, -0.95, -0.62], [-0.47, 2.61, 1.01], [-0.15, -0.05, 0.62], [3.66, 2.69, -2.11], [-2.53, -4.82, 4.08], [1.05, 0.11, -0.28], [0.64, 0.86, 0.33], [-1.22, -0.17, -0.48], [0.15, 0.80, -2.70], [-1.27, 1.86, 2.09], [-0.33, -0.77, -0.99], [-0.11, -0.54, 0.09], [0.86, 0.71, 4.96], [-0.34, -2.22, 5.40], [0.97, -0.63, -1.16], [-1.57, 0.37, -0.78], [-0.21, -0.08, -0.11], [-1.35, 2.47, -9.62], [-0.96, 0.09, 0.67], [2.00, -0.96, 0.92], [0.38, 0.17, -0.14], [-1.97, -0.83, -7.29], [-2.60, -0.13, -4.51], [1.66, 0.47, -0.07], [0.47, 1.49, 0.13], [-0.27, -0.70, 1.16], [1.42, -2.43, 11.89], [-1.82, 1.29, -1.19], [1.10, -1.08, -2.39], [2.00, 2.00, 2.23], [4.01, -0.71, -4.66], [-7.00, -2.23, 3.50], [-0.36, 1.96, -1.45], [1.47, -1.15, 1.01], [-0.66, 1.04, 1.61], [3.28, 1.84, -1.34], [0.50, -0.52, 0.92], [-0.69, 0.10, 0.33], [-0.60, -0.44, 0.20], [-3.71, -2.11, -2.01], [-5.42, -1.88, -0.25], [0.83, 2.39, -0.59], [1.19, -0.85, 1.96], [-0.07, 1.00, 0.58], [10.31, 1.49, -0.85], [-1.08, -1.36, 2.01], [-1.82, -0.29, -1.09], [-0.35, 1.51, 0.29]]}